Record 1
Below is a gas-phase ion, C2H7N4 (charge +1), with properties calculated with wB97M-V/def2-TZVPD.

Results
E_HOMO = -14.914 eV
gap between HOMO and LUMO = 8.864 eV
energy above the lowest of the compared OMol25 structures with the same formula, charge and spin = 263.1 kJ/mol

```
! wB97M-V def2-TZVPD RIJCOSX def2/J DEFGRID3
* xyz 1 1
C 2.42032 0.04822 -0.10904
N 1.02775 -0.25921 0.08953
N 0.07460 0.69616 -0.01231
C -1.15668 0.07879 0.02849
N -2.22316 0.86951 -0.08449
N -1.38823 -1.24838 -0.10193
H 3.15542 -0.45098 0.48894
H 2.51236 1.14669 -0.01070
H 2.62468 -0.13858 -1.15083
H -2.11704 1.86011 0.12990
H -3.08391 0.41376 -0.02599
H -0.60875 -1.92184 0.17633
H -2.31874 -1.57381 -0.42700
*
```

***

Record 2
Below is a gas-phase ion, C7H15N (charge -1), with properties calculated with wB97M-V/def2-TZVPD.

Results
E_HOMO (alpha / beta) = 1.176 / -3.092 eV
<S²> = 0.7528
gap between HOMO and LUMO (alpha / beta) = 3.032 / 7.203 eV
energy above the lowest of the compared OMol25 structures with the same formula, charge and spin = 146.8 kJ/mol

```
! wB97M-V def2-TZVPD RIJCOSX def2/J DEFGRID3
* xyz -1 2
C 1.70727 0.09948 0.72843
C 1.91289 0.68781 -0.65327
C 0.61633 1.07954 -1.37634
C -0.02850 0.31317 -2.33487
C 0.79056 -1.17674 0.75823
N -0.50066 -1.17525 1.35834
C -1.72273 -0.82373 0.64632
C -2.04837 0.69194 0.62076
H 1.16822 0.88441 1.30835
H 2.57644 -0.20554 1.33646
H 2.48720 1.61962 -0.68543
H 2.42806 -0.05702 -1.27527
H 0.28919 2.05339 -0.97507
H -1.00176 0.44395 -2.78459
H 0.54025 -0.36686 -2.97054
H 1.35787 -1.98223 1.26816
H 0.70226 -1.59680 -0.25636
H -0.50004 -0.90014 2.33051
H -1.63677 -1.29120 -0.33493
H -2.53746 -1.31718 1.19988
H -1.87376 0.99124 1.64751
H -1.56890 1.27187 -0.14264
H -3.15760 0.75627 0.58638
*
```

***

Record 3
Below is 2 unconnected molecules or ions with the total composition C3H5NO2, with properties calculated with wB97M-V/def2-TZVPD.

Results
E_HOMO = -8.687 eV
gap between HOMO and LUMO = 9.192 eV
energy above the lowest of the compared OMol25 structures with the same formula, charge and spin = 312.2 kJ/mol

```
! wB97M-V def2-TZVPD RIJCOSX def2/J DEFGRID3
* xyz 0 1
O 1.87464 -0.94367 -0.67008
C 1.43546 0.01925 -0.16999
C 0.96441 1.14513 0.34367
O 1.68552 2.31955 0.16285
H 0.10697 1.11224 1.00631
H 1.31461 2.77922 -0.60127
C -1.73930 -1.03516 -0.11322
N -0.77080 -1.39155 0.62156
H -2.20186 -0.06210 0.07080
H -2.15070 -1.62532 -0.93992
H -0.41236 -2.30706 0.34246
*
```

***

Record 4
Below is a molecular structure, C11H25CaO9, with properties calculated with wB97M-V/def2-TZVPD.

Results
E_HOMO = -2.604 eV
gap between HOMO and LUMO = 5.019 eV
energy above the lowest of the compared OMol25 structures with the same formula, charge and spin = 76.0 kJ/mol

```
! wB97M-V def2-TZVPD RIJCOSX def2/J DEFGRID3
* xyz -1 1
Ca 0.77958 -1.11726 -0.05709
C 0.37427 -3.80006 -0.90303
O 0.22175 -5.06571 -1.00576
O -0.46755 -2.90250 -1.26306
O 1.35971 -3.40550 -0.13748
O 2.46625 0.08139 3.58159
C 2.11949 -0.22497 2.29669
O 2.42338 -1.30423 1.77214
O 1.37508 0.61441 1.70052
H 1.91448 0.87980 3.65606
C -1.60967 1.74959 -2.93226
C -1.36927 1.52709 -1.42807
C -2.69441 1.59168 -0.67844
O -0.80954 0.22331 -1.20497
H -0.69357 1.54429 -3.49083
H -1.99521 2.75035 -3.10441
H -2.28703 0.96658 -3.29039
H -0.57591 2.21816 -1.14339
H -2.49884 1.58107 0.39613
H -3.35156 0.78919 -0.99918
H -3.15003 2.57854 -0.81380
H -1.29124 -0.37120 -1.80028
C 2.58504 1.59919 -3.18433
C 2.95614 1.12493 -1.76716
C 2.63919 2.13452 -0.69310
O 2.31309 -0.11433 -1.42541
H 2.17775 0.80328 -3.80841
H 3.47996 1.98547 -3.67261
H 1.83051 2.38688 -3.14338
H 4.03556 0.95340 -1.75894
H 3.25704 2.00383 0.19137
H 1.60504 2.13909 -0.34166
H 2.72445 3.16289 -1.06219
H 2.77086 -0.81644 -1.90622
C -3.08082 -1.21141 2.49732
C -1.55197 -1.10922 2.55215
C -0.95865 -1.86505 3.70426
O -1.06940 -1.72140 1.32688
H -3.60681 -0.54580 1.81175
H -3.48476 -0.91278 3.47657
H -3.46438 -2.22450 2.34730
H -1.31922 -0.04458 2.51545
H -1.25089 -2.91478 3.68672
H -1.33207 -1.45311 4.64717
H 0.12341 -1.75847 3.62946
H -1.61923 -2.50561 1.22632
*
```